# 1
C2H5N3S2 | the ωB97M-V functional and the def2-TZVPD basis

Atoms and positions in Å:
N 1.3419 2.3203 -0.0931
H -3.1517 -0.5293 -0.7449
H 2.2550 2.3520 0.3452
H -2.6614 -1.6687 0.6551
H 2.3172 0.1100 0.7733
S 1.5524 -1.5137 -0.5914
S -0.8420 1.0133 -0.7830
C 0.8469 1.1570 -0.1686
H 0.5963 -2.1400 0.1166
N 1.5113 -0.0175 0.2066
N -1.3219 -0.2648 0.2543
C -2.4440 -0.8186 0.0301

Atomic forces in eV per Å
-0.894 0.079 0.397
0.001 0.022 -0.072
0.377 -0.192 -0.374
-0.374 -0.150 0.216
0.471 0.390 0.414
-0.383 0.304 -0.090
0.557 -0.334 0.460
0.392 -0.086 -0.195
0.009 -0.028 0.030
-0.592 -0.241 -0.220
-0.187 -0.011 -0.688
0.623 0.247 0.122

Calculated values
Frontier orbital gap ... 9.5 eV
ΔE to the lowest compared entry with this formula, charge and spin ... 62.3 kcal/mol
SMILES ... [H]/N=C(\NS)SN=C

# 2
C21H45N5O5PS3 | the ωB97M-V functional and the def2-TZVPD basis

Atoms and positions in Å:
C -8.8689 -0.4759 2.7111
C -7.4409 0.6269 0.0242
H -0.2993 0.1865 -1.7177
H -6.4669 1.6236 2.3717
H 1.8809 3.8262 -3.7272
H 7.2409 -1.2581 0.0486
H 8.1983 0.2079 -0.1226
H 4.6539 2.9355 -4.0035
H -2.8179 -2.3249 6.0031
H -3.1024 -0.1952 5.6928
H -1.7719 -1.8348 2.3236
H 3.1425 3.8897 -2.4990
C 7.5169 -0.4630 -0.6510
H -3.4481 -1.9316 2.8766
H 5.7425 1.5259 0.4231
H -5.4965 -0.1852 0.3160
H -7.0409 1.2050 -0.8077
H 7.1621 2.1125 -0.4614
H -8.1590 1.2631 0.5417
C 5.4629 -0.8471 -3.1828
H -2.6739 -4.0088 5.4850
N -0.9660 0.0599 4.1835
N 6.3369 0.2546 -1.1291
H -4.9569 1.1087 2.1679
H 3.1072 2.4805 -5.2794
H 2.9724 1.3780 -0.9824
H -0.7374 -0.6316 4.8927
C -6.6702 -0.9506 1.8996
H -3.4115 1.2462 4.7486
H 0.0611 -1.6932 -3.5954
H -5.7449 -1.3207 2.3492
H -9.1332 0.5199 2.3463
H -4.3389 -0.2233 4.4264
H -0.2889 -0.0993 3.4421
H 2.3900 -1.2785 -4.0929
N -5.7933 1.3713 1.6534
H 6.1688 -1.5899 -3.5587
C 1.3966 -0.2746 0.5199
H 4.1226 -2.7577 -4.8638
O -1.9839 -2.6795 4.1245
C -2.2979 -0.2521 3.6652
H -2.4485 0.3653 2.7722
C 6.2013 1.5961 -0.5668
H 4.9104 -1.3113 -2.3678
H -7.9738 -0.2339 -0.3846
H 0.8483 1.8497 -2.4411
H 4.0705 1.4880 -2.7231
S 4.5000 -1.7410 -5.6469
C 0.3713 -0.6522 -1.7263
C 0.5609 -1.6111 -2.6452
H -7.1229 -1.7873 1.3491
C 2.1963 2.1105 -0.7681
O 4.5762 0.7780 -4.8489
H -9.4064 -0.6501 3.6429
N 1.2360 -0.9547 -0.6844
C -2.9033 -2.9986 5.1464
C -3.3495 0.1592 4.6924
P 3.5457 2.0102 -3.9967
C 2.9693 -0.4716 -3.6509
C -6.3058 0.1944 0.9476
N 1.5261 -2.5144 -2.2369
H -3.9341 -2.9769 4.7763
H 8.0515 -0.9389 -1.4740
H 2.6540 2.9512 -0.2443
S 1.8062 -1.0617 1.8812
S 1.0706 1.4470 0.5143
H 3.0281 -0.5561 -2.5592
H 5.5416 2.1854 -1.1988
H -9.1870 -1.2226 1.9764
C 1.4835 2.6225 -2.0101
O 6.8801 1.1018 -3.2216
O -7.4901 -0.5899 2.9938
C 6.2783 0.2777 -2.5815
O 2.3629 0.7416 -3.9950
C 2.4534 3.2163 -3.0228
C 4.4208 -0.4257 -4.2692
C -2.4185 -1.7075 3.1953
H 2.6409 -2.5564 -0.4408
C 1.9020 -2.0974 -1.0748
H 0.8066 3.4182 -1.6704

Atomic forces in eV per Å
0.012 -0.011 0.091
0.008 -0.028 -0.082
0.098 0.038 0.163
-0.018 0.055 -0.034
0.033 0.021 -0.064
-0.016 0.027 0.052
0.114 0.065 -0.151
-0.061 -0.058 -0.060
-0.060 0.024 -0.016
0.029 -0.063 -0.017
0.031 -0.028 0.030
-0.021 0.054 0.014
-0.312 -0.407 0.218
-0.016 0.038 0.046
0.056 -0.016 0.046
0.015 -0.045 0.025
0.011 0.031 0.022
0.017 0.084 -0.121
-0.007 -0.020 0.039
0.129 0.066 0.189
0.001 -0.006 -0.014
-0.077 -0.130 -0.169
-0.214 0.402 -0.252
0.055 0.094 -0.052
-0.165 -0.207 -0.002
-0.048 -0.072 0.001
0.002 0.039 0.040
0.139 -0.111 -0.024
0.047 0.008 0.002
0.053 -0.065 -0.034
-0.015 0.006 0.028
-0.010 -0.027 -0.060
-0.003 -0.004 0.030
0.139 0.152 0.052
0.221 -0.006 0.193
0.062 -0.197 0.113
0.045 0.094 -0.196
-0.035 -0.091 -0.174
-0.022 -0.117 0.074
-0.021 0.014 0.089
0.000 -0.029 0.220
-0.001 -0.039 -0.044
0.030 -0.150 0.213
0.095 -0.163 0.018
-0.003 -0.001 0.007
0.268 -0.030 -0.155
-0.023 -0.189 -0.040
0.038 0.430 0.028
-0.216 0.273 -0.027
-0.397 -0.373 -0.228
-0.031 0.045 -0.036
-0.284 -0.016 -0.169
0.417 0.189 0.119
0.008 -0.011 0.004
0.173 0.335 0.066
0.067 -0.069 -0.015
-0.124 0.085 -0.073
0.328 0.385 -0.026
0.240 1.016 -0.627
-0.130 0.144 0.013
-0.298 -0.277 0.171
-0.017 0.021 0.015
0.076 0.077 -0.027
0.195 -0.053 -0.038
0.002 -0.132 0.241
-0.032 -0.007 0.270
0.066 -0.196 -0.150
0.017 0.047 -0.052
-0.010 0.011 -0.023
-0.274 0.357 0.260
-0.188 -0.220 0.225
-0.041 0.058 0.000
0.229 0.225 -0.188
-0.179 -0.134 0.098
0.081 -0.069 -0.184
-0.301 -0.757 -0.067
0.008 0.027 -0.210
0.056 0.068 0.039
0.040 -0.433 0.308
-0.081 -0.043 0.030

Calculated values
Frontier orbital gap ... 6.4 eV
Net charge ... -1

# 3
C16H15Cl5N2STeV | the ωB97M-V functional and the def2-TZVPD basis

Atoms and positions in Å:
C 8.8683 9.1695 8.9910
V 10.0457 10.4691 8.1924
H 4.6238 12.9551 6.7048
C 5.6706 12.3954 6.7856
Cl 7.7407 7.3082 7.3992
C 9.0427 9.2059 11.4080
C 12.0759 9.7118 8.2968
Cl 8.9095 5.4282 9.9884
C 8.4231 15.6622 6.9510
H 10.8655 13.4937 7.1753
H 12.9336 8.6124 9.8097
N 12.6548 9.5091 9.5287
Cl 8.4303 6.9669 12.8713
H 5.7784 11.8079 5.8294
C 8.4246 7.8257 8.9260
H 5.5436 11.7161 7.6006
C 10.3570 14.1797 6.4267
H 5.9553 17.6591 7.1711
Te 8.7272 11.3331 6.1009
S 11.4187 8.6539 7.1814
H 12.3893 11.0731 6.9496
Cl 8.9625 10.2847 12.8025
H 9.1359 16.5042 6.9080
Cl 9.3679 11.6671 9.8884
H 10.5977 13.7821 5.3849
C 6.6448 13.5429 6.8967
C 6.1869 14.7741 7.3142
C 8.8318 7.8190 11.3970
C 8.5697 7.1439 10.1633
H 6.0374 17.1841 8.7709
H 7.4976 17.8918 8.0981
C 6.6580 17.1764 7.8462
H 13.2107 10.2860 9.8691
H 5.1124 14.9812 7.6242
H 10.8655 15.1646 6.5383
H 12.4393 11.8455 8.5340
C 7.9876 13.3335 6.6147
N 12.1469 11.1164 7.9043
C 8.8941 14.3977 6.6100
C 9.2310 9.8456 10.1566
C 7.1253 15.8283 7.3551

Atomic forces in eV per Å
-1.053 -0.605 0.418
1.244 -0.858 -3.669
1.798 -1.415 0.071
-2.965 1.687 -1.981
0.685 -0.317 1.190
0.203 0.931 0.078
0.821 1.790 0.958
-0.762 0.324 0.625
0.880 0.014 -0.182
-0.958 0.586 -0.820
0.172 -1.259 0.323
-0.240 1.239 -0.500
0.556 0.344 -0.502
0.053 0.605 1.070
0.495 1.886 1.826
0.497 -0.391 0.679
1.705 0.214 -0.871
0.277 0.142 -0.558
-0.433 0.799 -0.295
0.181 -0.123 0.104
0.389 1.199 -1.249
0.111 -1.146 -0.364
-0.557 -0.363 0.252
-0.755 0.462 2.609
-0.258 0.361 1.356
-0.631 -1.481 0.280
0.178 1.217 0.275
-0.951 0.747 0.011
1.016 -0.467 -2.053
0.548 -0.695 -0.285
-0.786 -0.811 -0.621
0.092 1.281 1.106
-0.042 -0.506 0.027
1.529 -0.488 -0.502
-0.174 -0.595 -0.192
0.519 -0.059 -0.158
1.197 -0.508 -0.431
-0.954 -2.013 0.552
-0.259 -0.786 0.699
-1.709 -1.738 0.112
-1.659 0.796 0.615

Calculated values
2S+1 ... 4
Frontier orbital gap (alpha / beta) ... 5.9 / 6.2 eV
ΔE to the lowest compared entry with this formula, charge and spin ... 16.7 kcal/mol

Number 1: calculated total energy -28293.9655 eV. Number 2: calculated total energy -81987.2047 eV. Number 3: calculated total energy -126240.5189 eV.